Record 1
{
  "formula": "C14H41InN4O6P",
  "method": "ωB97M-V/def2-TZVPD",
  "total_charge": -1,
  "elements": ["C", "C", "C", "C", "N", "In", "O", "N", "C", "C", "P", "O", "O", "O", "H", "H", "H", "H", "H", "H", "H", "H", "H", "H", "H", "H", "H", "H", "H", "H", "H", "H", "H", "C", "C", "C", "O", "C", "N", "H", "H", "H", "H", "H", "H", "H", "H", "H", "H", "H", "C", "C", "C", "O", "C", "N", "H", "H", "H", "H", "H", "H", "H", "H", "H", "H", "H"],
  "coordinates": [[3.876526, 2.957397, -0.719765], [2.392693, 3.379936, -1.285663], [2.126920, 2.917076, -2.861883], [1.796803, 1.286441, -2.808923], [0.668965, 0.866640, -3.726712], [-1.253339, 0.974647, -2.799581], [-2.302399, -0.780682, -3.420844], [-2.353127, 2.627611, -3.590636], [-2.420141, 3.801691, -2.633546], [-3.881888, 4.555845, -2.935752], [-1.234379, 0.932205, -0.266125], [-0.412142, -0.249273, 0.387608], [-2.918541, 0.684713, 0.239686], [-0.718785, 2.409085, 0.499354], [3.769825, 1.854480, -0.276451], [4.083466, 3.641110, 0.234460], [4.740844, 3.018603, -1.513385], [2.176717, 4.528960, -1.152262], [1.596979, 2.782906, -0.645089], [1.197613, 3.465263, -3.343730], [3.087931, 3.122430, -3.506508], [1.687621, 0.878190, -1.701531], [2.781220, 0.766643, -3.240595], [0.700411, 1.457709, -4.601262], [-2.138537, -1.426958, -2.668219], [-1.956381, 2.892493, -4.525175], [-2.500743, 3.400953, -1.536863], [-1.520454, 4.524981, -2.827998], [-4.175055, 4.356369, -4.059550], [-3.746594, 5.705991, -2.767470], [-4.712822, 4.167130, -2.206866], [-3.453976, 0.878647, -0.596824], [-1.349287, 3.165070, 0.307953], [3.105074, -3.942898, 1.085347], [4.246134, -2.998546, 0.715013], [3.783436, -1.747883, -0.068011], [3.489877, -1.994409, -1.446740], [2.189644, -2.511928, -1.686175], [5.268126, -3.752501, -0.027739], [2.746086, -4.526624, 0.233155], [3.436354, -4.661584, 1.844765], [2.257640, -3.389016, 1.502449], [4.693154, -2.650973, 1.654384], [4.608922, -1.027746, -0.068238], [2.939532, -1.252942, 0.426809], [1.448900, -2.107788, -0.989909], [2.207295, -3.602450, -1.637084], [1.895325, -2.233316, -2.701693], [6.069016, -3.142152, -0.190201], [4.897512, -3.919394, -0.969060], [-3.331403, -1.000170, 5.489199], [-3.057228, -0.626788, 4.034420], [-3.696818, -1.599042, 3.016079], [-2.996918, -2.838559, 2.869163], [-3.311594, -3.810318, 3.855278], [-1.603670, -0.516523, 3.835407], [-2.734748, -1.852265, 5.826505], [-3.086878, -0.160291, 6.150852], [-4.388800, -1.241614, 5.639268], [-3.501103, 0.362231, 3.867491], [-3.660938, -1.123419, 2.029916], [-4.756041, -1.774477, 3.238022], [-4.359027, -3.759279, 4.166879], [-2.649429, -3.696529, 4.715831], [-3.127646, -4.799613, 3.427514], [-1.429432, -0.175719, 2.889977], [-1.226299, -1.469773, 3.821273]],
  "forces_ev_per_angstrom": [[-0.961, -0.207, 1.059], [-0.458, -0.163, -0.499], [-0.044, -0.594, 1.348], [1.680, -0.040, -1.449], [0.480, 1.052, 0.834], [-0.153, -0.594, -1.913], [0.805, -0.173, 2.131], [0.675, 0.539, 0.825], [-1.439, -0.096, -1.425], [0.790, 0.468, 0.140], [0.852, -2.423, 3.688], [-2.203, 3.675, -1.807], [1.417, 1.251, -2.286], [-1.890, -0.859, -1.096], [0.518, 2.295, -1.219], [-0.123, -1.411, -2.178], [-1.761, -0.053, 1.620], [0.611, -2.178, -0.230], [1.576, 1.488, -1.205], [1.847, -1.005, 1.100], [-1.882, -0.348, 1.168], [-0.090, 0.959, -2.260], [-1.773, 0.926, 1.134], [0.068, -0.801, 1.383], [-0.356, 1.025, -1.489], [-0.488, 0.032, 1.397], [0.525, 0.879, -1.920], [-1.674, -1.027, 0.885], [0.556, 0.359, 2.382], [-0.472, -1.946, -0.287], [1.549, 0.647, -1.523], [0.861, -0.439, 1.627], [0.980, -1.360, 0.189], [-0.121, -0.144, 0.299], [-0.278, -0.089, -0.400], [0.154, -0.022, -0.218], [0.084, 0.168, 0.695], [-0.025, 0.002, -0.336], [0.079, 0.193, -0.227], [0.080, 0.163, 0.033], [0.026, 0.122, -0.160], [0.068, -0.043, -0.105], [0.024, 0.075, -0.135], [0.007, -0.068, -0.117], [-0.120, -0.130, -0.038], [0.038, -0.016, 0.039], [-0.180, -0.077, 0.107], [0.086, 0.107, 0.124], [-0.087, -0.123, 0.084], [0.060, 0.022, 0.350], [-0.123, 0.169, 0.278], [0.316, -0.460, 0.018], [0.300, 0.271, -0.328], [-0.608, 0.062, 0.322], [0.396, 0.072, -0.348], [-0.221, -0.195, -0.163], [-0.041, 0.065, -0.134], [0.020, -0.134, -0.163], [0.059, -0.025, -0.002], [0.036, -0.119, -0.152], [0.154, -0.110, 0.105], [-0.034, -0.136, 0.177], [0.007, 0.089, 0.059], [-0.162, -0.066, 0.204], [-0.015, 0.117, -0.066], [0.112, 0.030, 0.053], [-0.118, 0.354, 0.023]],
  "mulliken_charge": [-0.68, -0.22, -0.30, -0.04, -0.62, 1.13, -0.84, -0.58, 0.17, -0.89, 0.35, -0.64, -0.52, -0.53, 0.03, 0.28, 0.26, 0.32, 0.02, 0.13, 0.29, -0.15, 0.12, 0.20, 0.24, 0.18, -0.19, 0.21, 0.22, 0.27, 0.22, 0.31, 0.32, -1.38, 0.26, -0.38, -0.44, -0.65, -0.78, 0.26, 0.35, 0.34, 0.41, 0.30, 0.26, 0.22, 0.30, 0.30, 0.28, 0.35, -1.50, 0.42, -0.46, -0.35, -0.70, -0.75, 0.27, 0.38, 0.34, 0.38, 0.13, 0.43, 0.30, 0.24, 0.25, 0.23, 0.33]
}


Record 2
{
  "formula": "C14H41N10NaO8",
  "method": "ωB97M-V/def2-TZVPD",
  "de_lowest_kcal_mol": 0.0,
  "elements": ["Na", "C", "C", "O", "O", "H", "H", "H", "C", "C", "C", "O", "C", "N", "H", "H", "H", "H", "H", "H", "H", "H", "H", "H", "H", "C", "C", "C", "O", "C", "N", "H", "H", "H", "H", "H", "H", "H", "H", "H", "H", "H", "C", "O", "N", "N", "H", "H", "H", "H", "C", "O", "N", "N", "H", "H", "H", "H", "C", "O", "N", "N", "H", "H", "H", "H", "C", "O", "N", "N", "H", "H", "H", "H"],
  "coordinates": [[3.666208, -1.711513, -1.438401], [0.117307, -1.073747, -0.501030], [0.729367, -0.094097, -1.467750], [1.575996, -0.525908, -2.305491], [0.311758, 1.087646, -1.439545], [-0.253231, -1.972311, -0.995027], [-0.696972, -0.736664, 0.141255], [0.860655, -1.392757, 0.241598], [2.481373, -5.884836, -0.054761], [2.530288, -4.422246, 0.392925], [2.216605, -4.168060, 1.855896], [0.807118, -4.145591, 1.983723], [0.420307, -4.068189, 3.332360], [3.840831, -3.786549, 0.080906], [3.165566, -6.050329, -0.890345], [1.501447, -6.320685, -0.228161], [2.956664, -6.527525, 0.696628], [1.861080, -3.766240, -0.169521], [2.508110, -3.135283, 2.090895], [2.784774, -4.858611, 2.487711], [0.534834, -4.993386, 3.920771], [-0.667076, -4.056775, 3.452422], [0.893903, -3.232644, 3.850504], [4.581451, -4.061961, 0.718019], [4.149746, -4.079634, -0.841884], [2.280889, 3.069157, 1.803741], [0.764026, 3.237074, 1.796297], [0.245306, 4.182650, 0.751656], [0.200518, 5.509999, 1.284345], [-0.430116, 6.394981, 0.377319], [0.155003, 1.898793, 1.650564], [2.787561, 4.034074, 1.848161], [2.582582, 2.561033, 0.884112], [2.622116, 2.498056, 2.667177], [0.465093, 3.570234, 2.794581], [-0.771811, 3.909407, 0.441492], [0.809849, 4.203263, -0.188991], [-0.463581, 7.351462, 0.899125], [-1.428793, 6.020814, 0.135918], [0.118338, 6.595862, -0.548964], [-0.851490, 1.946276, 1.794849], [0.265853, 1.651884, 0.666269], [0.628224, -0.302066, 4.281161], [0.930793, -1.083005, 5.182407], [0.330670, 1.022958, 4.435069], [0.435247, -0.644861, 2.983853], [0.376812, 1.509243, 3.537326], [0.669352, 1.487544, 5.260168], [0.891916, -1.477162, 2.651579], [0.358720, 0.135037, 2.321869], [-4.256946, -1.419571, -0.451639], [-4.875803, -1.593981, 0.605314], [-3.160648, -2.142333, -0.767233], [-4.749757, -0.592289, -1.410296], [-2.821021, -2.779412, -0.070134], [-2.594247, -1.940084, -1.587312], [-5.733673, -0.447033, -1.261590], [-4.262016, -0.410492, -2.262739], [-2.507634, -0.886781, -3.982948], [-1.851256, -1.743140, -3.368377], [-2.389689, 0.407721, -3.649406], [-3.385883, -1.218071, -4.970521], [-2.764148, 1.158227, -4.206837], [-1.689107, 0.657762, -2.967810], [-3.757254, -0.472722, -5.527202], [-3.458267, -2.208987, -5.109786], [-0.307898, 4.245930, -3.258062], [-0.344477, 5.440266, -3.568009], [-1.438462, 3.534671, -2.991113], [0.820840, 3.509851, -3.068826], [-1.422248, 2.629071, -2.557611], [-2.180834, 4.175332, -2.750253], [1.696285, 3.999927, -3.051163], [0.582958, 2.791323, -2.391224]],
  "forces_ev_per_angstrom": [[-0.968, 0.426, -0.025], [-0.033, -0.878, 1.104], [-0.193, 0.191, -1.040], [0.795, -0.463, 0.994], [-0.309, 0.412, 0.259], [0.260, 0.051, -0.239], [-0.083, 0.558, -0.408], [0.251, -0.151, -0.251], [0.828, -0.362, 0.614], [0.272, 0.568, -0.608], [-0.411, 1.149, -0.660], [0.153, -1.099, 0.158], [-0.974, -0.715, 1.219], [0.399, 0.396, -0.247], [-0.524, 0.172, -0.474], [-0.105, 0.348, -0.192], [-0.172, 0.188, 0.321], [-0.563, -0.557, -0.020], [0.646, -0.139, 0.127], [-0.464, -0.191, 0.284], [1.159, -0.095, -0.352], [-0.020, 0.987, -0.770], [-0.143, -0.008, 0.133], [-0.063, -0.057, 0.049], [0.009, -0.524, 0.153], [-0.038, 0.249, -0.189], [0.174, -0.824, 0.779], [-0.529, 1.348, -0.247], [0.260, -0.505, -0.484], [0.193, 0.440, 0.479], [0.044, 0.287, -0.748], [-0.097, 0.070, -0.105], [0.110, -0.024, 0.032], [-0.127, -0.161, -0.052], [-0.102, 0.474, -0.181], [-0.115, -0.171, 0.219], [0.370, -0.281, 0.124], [-0.384, -0.024, -0.021], [-0.101, 0.202, -0.057], [0.163, -0.492, -0.054], [0.001, 0.175, -0.045], [-0.085, -0.359, -0.148], [-0.118, -0.463, 0.896], [0.080, 0.510, -0.563], [0.133, 0.575, 0.111], [0.200, -0.608, -1.145], [-0.008, 0.209, 0.733], [-0.052, -0.099, 0.021], [-0.230, -0.083, 0.116], [0.179, -0.484, 0.219], [-0.840, -1.186, 1.196], [0.443, 0.234, -0.658], [0.674, 0.182, -0.274], [-0.158, 0.308, 0.402], [0.045, 0.154, 0.081], [-0.133, -0.239, 0.125], [0.102, 0.474, -0.447], [-0.221, 0.026, -0.290], [1.088, -1.366, 0.540], [-0.733, 0.302, -0.433], [-0.306, 1.222, 0.031], [0.612, 0.506, 0.877], [0.032, -0.057, 0.009], [0.199, -0.297, -0.091], [-0.370, -0.506, -0.428], [-0.300, 0.124, -0.570], [1.020, 1.639, 0.054], [-0.064, -1.039, 0.007], [-1.383, 0.470, -0.250], [-0.748, -0.167, -0.002], [0.241, 0.137, 0.295], [-0.240, -0.448, -0.038], [-0.008, -0.016, 0.130], [1.378, -0.624, -0.088]],
  "mulliken_charge": [0.83, -0.27, 0.40, -0.91, -0.62, 0.32, 0.38, -0.22, -1.43, 1.20, -0.78, -0.32, -0.94, -0.73, 0.41, 0.33, 0.31, -0.36, 0.41, 0.43, 0.32, 0.28, 0.45, 0.19, 0.32, -1.48, 0.35, -0.64, -0.40, -0.66, -0.44, 0.42, 0.23, 0.36, 0.52, 0.39, 0.27, 0.28, 0.29, 0.28, 0.24, -0.45, 0.39, -0.68, -0.44, -0.12, 0.32, 0.28, 0.13, 0.49, 0.52, -0.71, -0.18, -0.33, 0.19, 0.14, 0.20, 0.30, 0.43, -0.74, -0.21, -0.43, 0.19, 0.08, 0.18, 0.26, 0.61, -0.69, -0.37, -0.29, 0.25, 0.20, 0.27, 0.17]
}


| no. | LUMO level (Ha) | highest occupied orbital energy (eV) |
| --- | --- | --- |
| 1 | 0.0986 | -4.810 |
| 2 | -0.0513 | -9.148 |